2 unconnected molecules or ions with the total composition C24H17N6O8S2. Source: OMol25; level of theory: wB97M-V/def2-TZVPD.

Properties
HOMO-LUMO gap (eV): 4.33
E_LUMO (eV): 0.16
HOMO level (eV): -4.2
Total charge: -1
Max |F| (eV/A): 3.1
Molar mass (g/mol): 581.57

Bonds (Å) are listed after each position.
Cartesian coordinates (Å):
1 S -0.242 -2.239 -1.778  O5 1.444, O8 1.447, C23 1.816, C29 1.813
2 S 0.805 -0.966 0.663  O7 1.442, O9 1.451, C29 1.789, C38 1.792
3 O 1.256 6.109 4.052  N11 1.239
4 O -1.151 2.978 -1.780  N16 1.248
5 O -0.873 -1.999 -3.054  S1 1.444
6 O 0.045 7.210 2.592  N11 1.256
7 O 0.439 -2.209 1.296  S2 1.442
8 O 1.085 -2.816 -1.742  S1 1.447
9 O 0.841 0.251 1.453  S2 1.451
10 O -1.737 5.047 -1.319  N16 1.247
11 N 0.651 6.178 2.974  O3 1.239, O6 1.256, C35 1.461
12 N 1.626 3.034 1.163  N14 1.370, C28 1.397, C34 1.371
13 N 3.020 2.470 2.688  N14 1.298, N15 1.368
14 N 2.658 2.189 1.474  N12 1.370, N13 1.298
15 N 2.317 3.522 3.205  N13 1.368, C28 1.342
16 N -1.050 4.028 -1.112  O4 1.248, O10 1.247, C21 1.435
17 C -4.091 0.632 -0.360  C19 1.403, C25 1.406, H57 1.090
18 C -1.371 0.071 -0.808  C29 1.422, C31 1.425, C33 1.432
19 C -3.132 1.067 0.567  C17 1.403, C31 1.390, H55 1.093
20 C -2.578 -3.725 -1.321  C23 1.396, C32 1.400, H43 1.086
21 C -0.093 4.065 -0.043  N16 1.435, C34 1.395, C40 1.416
22 C 4.099 -0.841 -1.691  C26 1.394, C30 1.398, H50 1.089
23 C -1.248 -3.508 -0.955  S1 1.816, C20 1.396, C27 1.392
24 C -2.753 -5.446 0.383  C32 1.400, C36 1.394, H48 1.092
25 C -3.677 0.134 -1.607  C17 1.406, C33 1.387, H51 1.094
26 C 2.821 -0.619 -1.178  C22 1.394, C38 1.388, H44 1.091
27 C -0.644 -4.359 -0.034  C23 1.392, C36 1.392, H42 1.094
28 C 1.490 3.927 2.229  N12 1.397, N15 1.342, C35 1.439
29 C -0.183 -0.710 -0.806  S1 1.813, S2 1.789, C18 1.422
30 C 4.998 -1.664 -1.007  C22 1.398, C39 1.396, H53 1.091
31 C -1.786 0.807 0.340  C18 1.425, C19 1.390, H52 1.083
32 C -3.323 -4.711 -0.664  C20 1.400, C24 1.400, H56 1.087
33 C -2.322 0.011 -1.877  C18 1.432, C25 1.387, H45 1.087
34 C 0.801 3.000 0.069  N12 1.371, C21 1.395, H47 1.086
35 C 0.608 5.049 2.048  N11 1.461, C28 1.439, C40 1.384
36 C -1.423 -5.221 0.733  C24 1.394, C27 1.392, H46 1.092
37 C 3.355 -2.002 0.744  C38 1.394, C39 1.396, H41 1.090
38 C 2.463 -1.206 0.027  S2 1.792, C26 1.388, C37 1.394
39 C 4.623 -2.238 0.209  C30 1.396, C37 1.396, H54 1.089
40 C -0.132 5.137 0.881  C21 1.416, C35 1.384, H49 1.087
41 H 3.050 -2.453 1.689  C37 1.090
42 H 0.444 -4.352 0.083  C27 1.094
43 H -3.009 -3.130 -2.121  C20 1.086
44 H 2.099 -0.008 -1.723  C26 1.091
45 H -1.977 -0.131 -2.898  C33 1.087
46 H -0.966 -5.706 1.599  C36 1.092
47 H 0.909 2.203 -0.661  C34 1.086
48 H -3.346 -6.191 0.919  C24 1.092
49 H -0.760 6.005 0.701  C40 1.087
50 H 4.385 -0.368 -2.630  C22 1.089
51 H -4.398 -0.141 -2.382  C25 1.094
52 H -1.036 1.104 1.062  C31 1.083
53 H 5.994 -1.834 -1.418  C30 1.091
54 H 5.319 -2.874 0.754  C39 1.089
55 H -3.397 1.597 1.485  C19 1.093
56 H -4.350 -4.890 -0.972  C32 1.087
57 H -5.154 0.734 -0.137  C17 1.090